Below is a 2-piece molecular cluster, C4H6O2 overall, with properties calculated with wB97M-V/def2-TZVPD.

Geometry as XYZ:
```
12
Properties=species:S:1:pos:R:3
O 0.528 0.429 -1.617
C 0.029 0.453 -0.326
C 0.766 1.060 0.923
C 0.543 -0.377 0.808
C -1.321 0.692 -0.180
O -2.444 0.830 0.048
H 1.019 -0.408 -1.659
H 0.221 1.733 1.596
H 1.711 1.476 0.570
H -0.178 -0.860 1.468
H -0.188 -2.356 -0.588
H -0.687 -2.673 -1.043
```

## Properties
energy relative to the best compared isomer or geometry (same formula, charge and spin): 129.49 kcal/mol
energy: -8334.8458 eV
highest occupied orbital energy (spin up / spin down): -7.945 / -7.945 eV

Per-atom Löwdin charges, elementary charge units: O 0.034; C -0.595; C -0.090; C -0.078; C 0.012; O 0.256; H 0.105; H 0.107; H 0.109; H 0.068; H 0.019; H 0.054

---

Below is CH3Cl2FSi as an isolated structure, with properties calculated with wB97M-V/def2-TZVPD.

Geometry as XYZ:
```
8
Properties=species:S:1:pos:R:3
C 1.192 0.438 0.306
F 1.619 -0.477 1.262
Si -0.931 -0.334 -0.447
Cl -2.469 0.941 -0.407
Cl -1.533 -1.735 0.904
H 0.851 1.447 0.687
H 1.773 0.541 -0.640
H -0.503 -0.821 -1.666
```

## Properties
energy relative to the best compared isomer or geometry (same formula, charge and spin): 102.14 kcal/mol
energy: -36726.4822 eV
highest occupied orbital energy: -9.405 eV

Per-atom Löwdin charges, elementary charge units: C -0.232; F -0.135; Si -0.163; Cl 0.279; Cl 0.249; H 0.051; H 0.054; H -0.103

---

Below is one molecule with the formula C6H7N, with properties calculated with wB97M-V/def2-TZVPD.

Geometry as XYZ:
```
14
Properties=species:S:1:pos:R:3
C 0.221 -0.144 1.370
C 0.022 -1.595 -0.919
C 0.096 -2.890 -0.958
C -0.277 3.087 -0.360
N -0.230 -0.399 -1.099
C -0.133 0.510 -0.074
C -0.245 1.795 -0.239
H -0.640 -0.695 1.739
H 0.418 0.688 2.037
H 1.111 -0.773 1.347
H -0.797 -3.489 -0.957
H 1.035 -3.408 -1.046
H 0.628 3.674 -0.476
H -1.209 3.638 -0.364
```

## Properties
energy relative to the best compared isomer or geometry (same formula, charge and spin): 82.38 kcal/mol
energy: -7822.0749 eV
highest occupied orbital energy: -8.887 eV

Per-atom Löwdin charges, elementary charge units: C -0.021; C -0.186; C 0.014; C 0.020; N 0.116; C -0.318; C -0.050; H 0.069; H 0.061; H 0.067; H 0.057; H 0.053; H 0.061; H 0.058

---

Below is one molecule with the formula C4H8N2, with properties calculated with wB97M-V/def2-TZVPD.

Geometry as XYZ:
```
14
Properties=species:S:1:pos:R:3
C -3.072 -0.040 0.016
C -1.499 0.203 0.056
N -0.620 -0.655 -0.157
N 0.493 0.149 -0.149
C 1.692 -0.422 0.042
C 3.077 0.254 -0.039
H -3.459 0.312 0.941
H -3.597 0.952 -0.672
H -3.700 -1.143 -0.402
H -1.102 1.188 0.109
H 1.904 -1.560 0.443
H 3.608 -0.356 0.735
H 3.340 -0.300 -0.961
H 2.935 1.417 0.038
```

## Properties
energy relative to the best compared isomer or geometry (same formula, charge and spin): 110.83 kcal/mol
energy: -7253.0694 eV
SMILES: C/C=N/N=C/C
highest occupied orbital energy: -9.221 eV

Per-atom Löwdin charges, elementary charge units: C -0.105; C -0.254; N -0.008; N -0.084; C -0.202; C -0.105; H -0.008; H 0.128; H 0.153; H 0.087; H 0.146; H 0.066; H 0.071; H 0.115

---

Below is C40H51ClFeGeN6O4S as an isolated structure, with properties calculated with wB97M-V/def2-TZVPD.

Geometry as XYZ:
```
105
Properties=species:S:1:pos:R:3
Fe 11.706 15.990 10.717
N 13.757 16.455 10.639
C 14.060 17.599 11.591
C 13.439 18.914 11.172
C 11.910 19.007 11.403
N 11.171 18.160 10.501
H 14.402 15.703 10.761
H 13.951 16.771 9.700
H 15.140 17.752 11.686
H 13.650 17.317 12.556
H 13.652 19.241 10.102
H 13.906 19.673 11.792
H 11.651 20.031 11.182
H 11.739 18.892 12.451
H 11.250 18.443 9.503
H 10.210 18.066 10.700
O 11.352 14.331 13.694
C 10.535 15.180 13.261
O 10.892 16.194 12.562
C 9.026 14.910 13.322
C 8.773 14.048 12.056
Ge 10.232 12.738 11.929
C 12.783 12.011 9.493
C 13.162 11.044 8.444
C 14.390 11.153 7.922
C 15.339 12.253 8.356
C 14.931 13.266 9.079
C 13.537 13.439 9.550
C 9.373 11.255 9.400
C 8.253 10.553 9.830
C 7.301 10.066 8.934
C 7.506 10.149 7.559
C 8.600 10.829 7.094
C 9.526 11.369 7.995
C 10.085 11.461 13.412
C 9.865 10.127 13.006
C 9.552 9.115 13.920
C 9.711 9.433 15.276
C 10.040 10.714 15.707
C 10.176 11.756 14.771
H 8.406 15.803 13.361
H 8.891 14.272 14.219
H 8.675 14.665 11.175
H 7.883 13.457 12.125
H 12.516 10.246 8.178
H 14.729 10.424 7.167
H 16.422 12.223 8.121
H 15.666 14.070 9.251
H 12.947 14.239 9.054
H 8.060 10.525 10.907
H 6.472 9.557 9.381
H 6.724 9.692 6.962
H 8.743 10.988 6.022
H 10.400 11.879 7.619
H 10.010 9.792 11.968
H 9.248 8.108 13.652
H 9.617 8.690 16.064
H 10.192 10.901 16.759
H 10.433 12.746 15.052
O 11.002 17.755 7.088
S 10.256 16.588 7.636
N 10.709 15.981 8.915
C 13.924 7.990 11.252
C 14.041 8.662 12.661
C 15.213 8.124 13.509
C 12.770 8.317 13.464
C 14.242 10.232 12.479
O 15.289 10.288 11.570
C 14.584 11.040 13.821
C 16.070 11.368 14.032
C 16.427 12.681 13.340
C 15.951 13.953 13.773
C 16.255 15.135 13.129
C 17.008 15.023 11.963
Cl 17.094 16.415 10.926
C 17.580 13.839 11.539
C 17.278 12.661 12.223
C 12.985 10.868 11.854
N 13.370 11.870 10.883
C 13.148 13.252 11.051
N 11.684 13.559 10.939
C 11.351 12.659 9.790
N 10.249 11.834 10.275
H 13.685 6.934 11.441
H 14.825 7.921 10.694
H 13.055 8.425 10.721
H 15.073 7.063 13.690
H 15.310 8.729 14.474
H 16.192 8.163 13.000
H 12.659 7.237 13.478
H 11.945 8.825 12.948
H 12.809 8.670 14.505
H 15.338 11.160 11.141
H 14.305 10.388 14.653
H 14.002 11.986 13.905
H 16.554 10.550 13.469
H 16.453 11.287 15.043
H 15.269 14.015 14.609
H 15.855 16.086 13.424
H 18.316 13.822 10.703
H 17.785 11.755 11.918
H 12.384 11.317 12.656
H 12.276 10.142 11.344
H 13.595 13.815 11.876
H 11.065 13.238 8.860
```

## Properties
energy relative to the best compared isomer or geometry (same formula, charge and spin): 13.48 kcal/mol
energy: -173698.1564 eV
2S+1: 5
highest occupied orbital energy (spin up / spin down): -7.563 / -7.562 eV

These are the Löwdin partial charges, in e, on atoms 1 to 99: Fe 0.699; N 0.000; C -0.244; C -0.178; C -0.256; N -0.033; H 0.027; H 0.100; H 0.046; H 0.112; H 0.140; H 0.109; H 0.103; H 0.107; H 0.082; H 0.072; O -0.035; C -0.656; O -0.117; C -0.141; C -0.207; Ge 1.019; C -0.212; C -0.003; C -0.035; C -0.068; C -0.074; C -0.137; C -0.284; C -0.048; C -0.090; C -0.122; C -0.093; C -0.024; C -0.249; C -0.150; C -0.082; C -0.094; C -0.070; C -0.083; H 0.113; H 0.108; H 0.070; H 0.062; H 0.100; H 0.108; H 0.114; H 0.098; H 0.123; H 0.097; H 0.094; H 0.098; H 0.107; H 0.088; H 0.095; H 0.110; H 0.102; H 0.099; H 0.073; O -0.605; S 0.690; N -0.496; C -0.021; C -0.484; C -0.048; C -0.040; C -0.410; O -0.027; C -0.087; C -0.136; C -0.187; C -0.026; C -0.106; C -0.664; Cl 0.708; C -0.115; C -0.033; C -0.096; N -0.014; C -0.271; N -0.074; C -0.307; N -0.040; H 0.082; H 0.067; H 0.083; H 0.077; H 0.098; H 0.088; H 0.087; H 0.051; H 0.091; H 0.089; H 0.095; H 0.115; H 0.101; H 0.118; H 0.118; H 0.097

---

Below is C27H30Br2FeGeNO2 as an isolated structure, with properties calculated with wB97M-V/def2-TZVPD.

Geometry as XYZ:
```
64
Properties=species:S:1:pos:R:3
Fe -2.031 -2.955 -1.435
Br -3.888 -4.725 -1.784
C -4.888 -3.422 -2.811
Br -3.824 -1.810 -2.965
H -5.801 -3.188 -2.272
H -5.057 -3.822 -3.806
O -2.778 -0.744 1.732
C -1.936 -1.494 1.294
O -2.128 -2.187 0.196
C -0.567 -1.667 1.902
C 0.428 -0.849 1.078
Ge 0.194 1.086 1.269
C 0.630 1.956 -0.401
C 0.007 1.532 -1.577
C 0.290 2.135 -2.792
C 1.223 3.162 -2.851
C 1.861 3.584 -1.695
C 1.560 2.989 -0.478
C -1.703 1.475 1.698
C -2.569 2.137 0.847
C -3.883 2.339 1.223
C -4.367 1.919 2.498
C -3.534 1.292 3.379
C -2.212 1.082 2.993
C 1.089 1.794 2.825
C 0.816 3.104 3.226
C 1.438 3.652 4.336
C 2.346 2.894 5.063
C 2.626 1.593 4.680
C 2.004 1.047 3.567
H -0.318 -2.729 1.910
H -0.596 -1.320 2.935
H 0.350 -1.105 0.019
H 1.460 -1.038 1.380
H -0.724 0.727 -1.543
H -0.214 1.815 -3.693
H 1.449 3.636 -3.796
H 2.587 4.383 -1.741
H 2.060 3.335 0.419
H -2.217 2.470 -0.121
H -4.583 2.809 0.547
H -5.399 2.116 2.754
H -3.883 0.988 4.355
H -1.506 0.653 3.694
H 0.118 3.714 2.663
H 1.219 4.667 4.634
H 2.839 3.322 5.925
H 3.333 1.004 5.249
H 2.237 0.026 3.290
C 2.673 -1.422 -3.169
C 2.256 -2.898 -3.134
C 3.098 -3.686 -2.122
C 2.332 -3.531 -4.531
C 0.858 -2.962 -2.691
N -0.238 -3.021 -2.349
H 3.681 -1.374 -3.578
H 2.684 -0.985 -2.171
H 2.016 -0.829 -3.802
H 4.144 -3.580 -2.406
H 2.846 -4.745 -2.132
H 2.978 -3.298 -1.111
H 3.376 -3.532 -4.837
H 1.762 -2.959 -5.260
H 1.976 -4.559 -4.525
```

## Properties
energy relative to the best compared isomer or geometry (same formula, charge and spin): 0.00 kcal/mol
energy: -265043.7315 eV
2S+1: 6
charge: +2
highest occupied orbital energy (spin up / spin down): -13.699 / -13.710 eV

Per-atom Löwdin charges, elementary charge units: Fe 0.490; Br 0.799; C -0.882; Br 0.768; H 0.032; H 0.030; O 0.118; C -0.547; O -0.188; C -0.138; C -0.230; Ge 1.029; C -0.284; C -0.142; C -0.087; C -0.066; C -0.059; C -0.085; C -0.192; C -0.061; C 0.025; C 0.001; C -0.028; C -0.015; C -0.296; C -0.112; C -0.063; C -0.059; C -0.066; C -0.100; H 0.129; H 0.117; H 0.049; H 0.075; H 0.090; H 0.104; H 0.113; H 0.115; H 0.103; H 0.107; H 0.126; H 0.127; H 0.132; H 0.126; H 0.107; H 0.113; H 0.115; H 0.113; H 0.093; C -0.019; C -0.577; C -0.018; C -0.017; C -0.056; N 0.156; H 0.105; H 0.091; H 0.093; H 0.106; H 0.099; H 0.092; H 0.105; H 0.098; H 0.098

---

Below is a 2-piece molecular cluster, C3H7S overall, with properties calculated with wB97M-V/def2-TZVPD.

Geometry as XYZ:
```
11
Properties=species:S:1:pos:R:3
S 2.533 1.197 1.170
H 3.878 1.218 1.205
C -0.215 0.506 -0.886
C -1.265 -0.417 -0.346
C -1.017 -1.331 0.586
H 0.284 0.118 -1.762
H 0.607 0.700 -0.181
H -0.647 1.474 -1.157
H -2.271 -0.148 -0.665
H -1.769 -2.068 0.848
H -0.119 -1.250 1.189
```

## Properties
energy relative to the best compared isomer or geometry (same formula, charge and spin): 18.45 kcal/mol
energy: -14059.6605 eV
charge: -1
highest occupied orbital energy: -2.548 eV

Per-atom Löwdin charges, elementary charge units: S -0.265; H -0.488; C -0.160; C -0.258; C -0.031; H 0.063; H -0.083; H 0.061; H 0.077; H 0.032; H 0.052

---

Below is C32H48BBaN3O2Si3 as an isolated structure, with properties calculated with wB97M-V/def2-TZVPD.

Geometry as XYZ:
```
90
Properties=species:S:1:pos:R:3
Ba -0.552 0.597 -0.203
C 4.511 0.281 -1.189
C 3.202 0.744 -0.994
N 2.634 0.887 0.178
C 3.343 0.541 1.269
C 4.671 0.096 1.190
C 5.252 -0.030 -0.082
C 5.402 -0.220 2.386
C 4.823 -0.123 3.595
C 3.447 0.277 3.717
C 2.805 0.328 4.965
C 1.486 0.685 5.031
C 0.824 0.986 3.832
N 1.396 0.952 2.649
C 2.700 0.610 2.574
H 4.907 0.186 -2.190
H 2.603 0.997 -1.866
H 6.276 -0.374 -0.170
H 6.433 -0.540 2.286
H 5.370 -0.361 4.499
H 3.363 0.074 5.858
H 0.949 0.721 5.968
H -0.225 1.264 3.857
C -1.732 -0.807 -2.928
Si -3.121 -0.444 -1.610
C -3.353 -1.986 -0.536
C -4.798 -0.120 -2.411
C -2.750 1.025 -0.414
Si -2.945 1.037 1.500
C -4.758 1.231 1.961
C -2.001 2.625 2.116
C -2.159 -0.486 2.391
Si -2.348 2.709 -1.220
C -1.811 2.560 -3.045
C -3.864 3.843 -1.209
C -0.718 3.686 -0.489
C -0.863 5.049 -0.282
C 0.226 5.822 0.106
C 1.448 5.212 0.287
C 1.537 3.843 0.049
N 0.515 3.102 -0.343
H -2.070 -1.760 -3.346
H -0.680 -0.939 -2.613
H -1.783 -0.054 -3.714
H -3.769 -2.760 -1.188
H -4.109 -1.751 0.217
H -2.447 -2.366 -0.062
H -5.210 -0.976 -2.951
H -4.770 0.727 -3.102
H -5.476 0.148 -1.599
H -5.146 2.105 1.435
H -4.955 1.347 3.030
H -5.318 0.365 1.601
H -2.457 3.471 1.599
H -0.902 2.667 1.995
H -2.226 2.753 3.180
H -2.799 -1.343 2.174
H -2.271 -0.247 3.452
H -1.110 -0.790 2.214
H -2.627 2.091 -3.600
H -0.876 2.040 -3.254
H -1.722 3.591 -3.397
H -4.703 3.211 -1.504
H -3.797 4.685 -1.902
H -4.093 4.237 -0.216
H -1.834 5.512 -0.404
H 0.111 6.886 0.272
H 2.325 5.762 0.599
H 2.478 3.325 0.192
C -0.104 -4.563 -2.418
C 0.643 -4.116 -1.171
C 0.419 -5.128 -0.051
O 0.100 -2.865 -0.731
B 1.148 -1.964 -0.264
O 2.355 -2.640 -0.552
C 2.144 -3.772 -1.402
C 3.119 -4.869 -1.004
C 2.441 -3.325 -2.832
H -1.137 -4.801 -2.157
H 0.346 -5.458 -2.856
H -0.119 -3.778 -3.174
H -0.647 -5.162 0.175
H 0.943 -4.821 0.855
H 0.746 -6.133 -0.327
H 3.026 -5.115 0.052
H 4.139 -4.528 -1.185
H 2.956 -5.778 -1.590
H 1.813 -2.477 -3.111
H 2.297 -4.126 -3.560
H 3.482 -2.999 -2.885
```

## Properties
energy relative to the best compared isomer or geometry (same formula, charge and spin): 18.33 kcal/mol
energy: -67534.1302 eV
highest occupied orbital energy: -5.351 eV

Per-atom Löwdin charges, elementary charge units: Ba 1.634; C -0.036; C -0.155; N 0.059; C -0.157; C -0.139; C -0.007; C -0.022; C -0.027; C -0.145; C -0.015; C -0.044; C -0.136; N 0.124; C -0.138; H 0.107; H 0.112; H 0.117; H 0.114; H 0.113; H 0.117; H 0.105; H 0.087; C -0.189; Si 0.378; C -0.174; C -0.180; C -0.883; Si 0.358; C -0.172; C -0.193; C -0.204; Si 0.427; C -0.182; C -0.175; C -0.330; C -0.089; C -0.060; C -0.053; C -0.145; N -0.089; H 0.034; H -0.003; H 0.008; H 0.036; H 0.025; H 0.022; H 0.028; H 0.021; H 0.029; H 0.027; H 0.029; H 0.028; H 0.014; H 0.011; H 0.035; H 0.021; H 0.032; H 0.003; H 0.026; H 0.027; H 0.037; H 0.030; H 0.031; H 0.027; H 0.096; H 0.109; H 0.104; H 0.096; C -0.018; C -0.520; C -0.022; O -0.091; B -0.510; O -0.020; C -0.514; C -0.018; C -0.020; H 0.086; H 0.090; H 0.075; H 0.088; H 0.092; H 0.086; H 0.081; H 0.086; H 0.091; H 0.087; H 0.085; H 0.086